Computed, not measured: C9H23BBr2ClGaNO as an isolated structure at a distorted geometry, with the ωB97M-V functional and the def2-TZVPD basis.

**Lowest unoccupied orbital energy**: 2.545 eV
**Charge**: -1
**Molecular weight**: 437.08 g mol⁻¹
**Max |F|**: 0.056 hartree/bohr
**Calculated total energy**: -8044.49898 a.u.
**Frontier orbital gap**: 6.4 eV

Geometry as XYZ:
```
39
Properties=species:S:1:pos:R:3:forces:R:3
Br -1.308050 4.346600 -1.261183 0.00 0.02 -0.12
Br 0.083712 2.044514 -3.788589 -0.23 -0.02 0.05
Ga 0.893890 -1.423979 0.458440 0.35 -0.47 0.00
Cl 2.853340 1.185724 1.034775 -0.73 0.01 -0.70
O -1.415091 -1.190494 -1.521284 1.34 -2.10 1.47
N 1.254716 -1.923653 2.288770 0.26 0.94 0.52
C -0.150566 0.213983 3.031175 0.59 0.17 1.36
C 2.665794 0.024708 -1.521988 0.58 1.55 1.65
C -2.217305 3.320631 -2.648447 -0.16 0.02 0.13
C 1.121138 -0.788197 3.273911 0.86 -0.66 1.37
C -2.314632 -2.946306 1.894299 -0.58 -0.16 -0.73
C 1.728566 0.351659 -0.175847 -0.12 -0.46 -2.77
C 3.063540 1.500159 -2.145520 0.31 -0.21 -0.36
C -1.600241 1.950478 -2.808256 -0.05 -0.11 -0.24
C -2.393387 -1.570675 0.967668 -2.09 -0.05 -0.35
B -1.125465 -1.384244 -0.062071 -0.99 0.21 -0.87
H 0.853835 1.045459 -0.581908 2.02 -0.76 1.18
H -3.253865 3.238265 -2.308270 0.20 -0.06 -0.05
H -1.348988 -3.014290 2.553061 -1.84 0.20 -1.33
H 3.201146 1.377574 -3.318768 -0.28 0.61 2.35
H -2.348325 -3.853687 1.120810 0.30 1.83 1.77
H 2.167048 -0.226030 3.396370 -2.41 -0.65 -0.32
H -2.639089 -0.598995 1.614019 0.73 -2.11 -1.23
H 4.076134 1.888014 -1.681695 -2.01 -0.87 -0.97
H -3.358330 -1.719877 0.280603 1.66 0.34 1.40
H -2.245134 1.305746 -3.413656 0.09 0.14 0.20
H -2.185580 3.920458 -3.562177 0.06 -0.21 0.20
H 2.172963 -2.420760 2.377043 -1.16 0.97 0.15
H 1.553229 -2.590212 -0.471075 0.15 -0.02 -0.04
H -1.388969 1.455010 -1.857325 -0.06 0.10 -0.24
H -3.309090 -3.062692 2.540024 2.22 0.37 -1.21
H 0.938915 -1.296913 4.339080 0.19 1.24 -1.82
H 2.236176 2.317147 -1.876609 1.82 -1.93 -0.81
H 3.662758 -0.455374 -1.074213 -2.24 0.71 -1.25
H 2.143017 -0.697522 -2.279487 0.90 1.49 1.52
H -0.695605 -1.757188 -1.970457 -1.37 1.75 0.96
H -1.125803 -0.416795 3.172417 1.81 1.30 -0.66
H -0.108578 0.854915 2.053806 -0.15 -1.51 1.67
H -0.137823 0.996843 3.932555 0.01 -1.62 -1.88
```
Forces are in eV/Å.

Computed, not measured: a 2-piece molecular cluster, C9H23N2 overall at a distorted geometry, with the ωB97M-V functional and the def2-TZVPD basis.

**Lowest unoccupied orbital energy**: -4.730 eV
**Charge**: +1
**Molecular weight**: 159.30 g mol⁻¹
**Max |F|**: 0.079 hartree/bohr
**Calculated total energy**: -465.87719 a.u.
**Frontier orbital gap**: 7.1 eV

Geometry as XYZ:
```
34
Properties=species:S:1:pos:R:3:forces:R:3
N 1.059870 2.153648 -2.003544 0.60 1.56 1.08
N -0.237312 -0.368108 0.915629 2.06 0.85 0.12
C 1.768317 2.999931 -2.626682 1.89 0.70 2.45
C -1.133856 1.775968 1.715005 1.65 1.12 2.45
C -1.199597 0.271558 1.797361 0.01 0.37 -0.35
C 1.327830 1.857616 -0.584521 3.46 0.78 -1.05
C 0.908339 -2.169410 -0.285131 -0.61 0.22 2.07
C -1.653693 -2.148309 -0.039233 -1.51 2.47 0.74
C -0.101700 1.576108 -2.606204 -3.02 -1.63 2.18
C -0.199097 -2.608063 1.955493 -1.35 -1.88 -2.22
C -0.280562 -1.815105 0.654029 -1.61 1.04 0.03
H -1.413746 2.031768 0.758259 -0.91 0.91 -2.20
H -0.861974 -3.531150 1.812764 1.53 0.78 0.40
H 1.041922 -3.207928 -0.215679 -0.09 -1.75 -0.20
H -2.556441 -2.268602 0.648209 1.59 -0.24 -0.24
H 1.411890 3.188243 -3.560115 -0.40 0.90 -2.82
H -1.136278 2.064174 -2.493968 1.94 0.46 -0.04
H 0.056845 1.352308 -3.624952 0.21 -0.50 -0.98
H -2.135407 -1.319079 -0.704862 1.62 -1.40 0.48
H 0.919647 2.630152 -0.003244 -1.12 0.71 0.83
H 2.668031 3.588265 -2.181881 -1.73 -1.50 -0.71
H 2.455293 2.016227 -0.463983 -1.45 -0.62 -0.05
H -2.207865 0.144267 1.440173 -0.42 -0.95 -0.16
H -0.593833 -2.129654 2.795288 -0.53 1.03 1.22
H -1.160159 -0.051937 2.817237 0.09 -0.39 0.73
H -1.807790 2.231041 2.457934 -0.05 -0.24 -0.43
H 0.717657 -0.178801 1.326572 -1.30 -0.26 -0.40
H -1.455483 -3.060017 -0.522552 -0.42 -1.16 -1.09
H 1.014533 0.877209 -0.331110 -0.47 -0.68 0.26
H 0.835378 -2.784043 2.046177 1.14 -0.92 0.91
H 1.905396 -1.836466 0.017471 -0.29 0.74 0.12
H 0.669708 -1.939069 -1.271481 -0.15 0.64 -1.81
H -0.167734 2.344191 1.896243 -0.60 -1.20 0.04
H -0.303914 0.707927 -1.922203 0.24 0.01 -1.36
```
Forces are in eV/Å.

Computed, not measured: an isolated ion of composition C9H23N5O and charge +2 at a distorted geometry, with the ωB97M-V functional and the def2-TZVPD basis.

**Lowest unoccupied orbital energy**: -5.570 eV
**Charge**: +2
**Molecular weight**: 217.32 g mol⁻¹
**Max |F|**: 0.107 hartree/bohr
**SMILES**: C[C@@H](N)[C@@](O)(NC(N)=[NH2+])[C@H]1CCC[NH2+]C1
**Calculated total energy**: -705.13988 a.u.
**Frontier orbital gap**: 10.0 eV

Geometry as XYZ:
```
38
Properties=species:S:1:pos:R:3:forces:R:3
O 0.353568 1.478674 0.370824 2.23 -0.99 1.39
N -1.507320 2.061867 -1.094998 0.75 2.57 -1.38
N -0.780372 -0.073694 1.720759 -0.72 -1.46 0.01
N 0.177321 1.747483 2.925119 -3.44 -1.37 4.06
N 2.516865 -2.210993 -0.802443 3.61 0.04 -1.09
N -1.341626 0.245404 3.904667 -0.12 -0.85 -1.25
C 1.267465 -1.416105 -2.761108 2.76 1.71 -0.56
C -3.081734 1.120190 0.396105 1.01 1.97 3.34
C -1.890415 0.905635 -0.429839 1.72 -1.92 -0.58
C 2.717312 -1.798788 -2.234729 0.42 2.95 -1.91
C 0.564131 -0.386047 -1.888785 0.60 3.35 -2.17
C -0.311379 0.300771 0.379653 -2.70 1.51 -1.55
C -0.646992 0.668691 2.830463 0.14 -0.13 0.26
C 1.864260 -1.191585 0.108568 -2.35 -1.48 0.06
C 0.414259 -0.810631 -0.452876 -0.15 0.15 1.24
H -1.621358 -0.759453 1.717463 2.22 1.59 0.18
H 0.690349 -2.237529 -2.660336 -1.81 -3.30 0.00
H -0.280043 -1.639956 -0.391684 0.12 -0.75 -0.02
H -2.899316 2.019577 1.129875 0.03 -1.64 -0.86
H -1.596323 -0.745948 3.995782 0.01 0.87 -0.28
H 3.408022 -0.880022 -2.166419 -1.25 -1.06 -0.19
H 1.839795 -1.793281 1.031001 -0.36 0.83 0.06
H -3.776886 1.605371 -0.238101 -1.46 -0.46 -0.59
H 2.040724 -3.082128 -0.916945 -0.95 -0.79 0.87
H -1.183610 0.691925 4.758731 0.27 0.77 1.41
H -0.147172 2.065304 -0.223321 -0.63 0.84 -1.01
H -3.383514 0.277825 1.023658 -0.55 0.18 -0.55
H -1.350978 1.895576 -2.087630 -0.04 0.57 0.37
H -0.359521 -0.009031 -2.471319 0.97 -1.18 1.33
H 0.693638 1.980800 2.194127 2.47 1.00 -4.19
H -0.102245 2.570811 3.457448 0.00 -0.73 0.42
H -1.886836 3.024090 -0.924790 0.07 -1.66 0.03
H 3.321338 -2.465547 -2.966504 -1.34 0.22 1.88
H 1.174043 0.588277 -1.927237 -0.53 -1.27 0.31
H 3.505568 -2.470167 -0.473555 -1.77 0.44 0.00
H 1.277284 -1.199902 -3.861957 0.16 0.19 1.16
H 2.404527 -0.274141 0.248521 0.85 0.09 -0.34
H -2.082827 0.196676 -1.218188 -0.23 -0.81 0.10
```
Forces are in eV/Å.